No. 1
C36H29F3GeMoN4O3S2 | ωB97M-V/def2-TZVPD

Results
Strongest force on any atom: 2.8 eV Å⁻¹
Net charge: +2
Energy above the lowest of the compared OMol25 structures with the same formula, charge and spin: 2.190 eV
Orbital gap (alpha / beta): 4.90 / 4.90 eV
2S+1: 1
LUMO level (alpha / beta): -8.74 / -8.73 eV

Structure (XYZ):
```
79
C36H29F3GeMoN4O3S2 | the Open Molecules 2025 dataset | ωB97M-V/def2-TZVPD
Mo 0.620 -0.192 -0.529
C -2.439 -3.367 -1.781
C -1.131 -2.722 -1.433
N -1.094 -1.403 -1.100
N -2.340 -0.863 -1.251
C -2.516 0.347 -0.852
S -1.261 1.246 -0.085
S -4.075 1.138 -1.060
C -4.796 0.574 0.544
C -5.160 -0.881 0.525
C -4.366 -1.802 1.199
C -4.684 -3.157 1.182
C -5.790 -3.597 0.475
C -6.581 -2.681 -0.214
C -6.265 -1.331 -0.190
C 0.036 -3.556 -1.445
C 0.006 -4.850 -2.012
C 1.123 -5.646 -1.985
C 2.295 -5.196 -1.362
C 2.362 -3.932 -0.807
C 1.249 -3.125 -0.895
O 1.319 -1.848 -0.475
H -3.281 -2.831 -1.366
H -2.454 -4.395 -1.434
H -2.558 -3.366 -2.871
H -5.656 1.231 0.669
H -4.069 0.796 1.325
H -3.511 -1.452 1.773
H -4.077 -3.866 1.734
H -6.048 -4.648 0.468
H -7.448 -3.020 -0.767
H -6.884 -0.619 -0.725
H -0.888 -5.213 -2.495
H 1.096 -6.624 -2.445
H 3.169 -5.835 -1.332
H 3.260 -3.558 -0.334
N 0.298 -0.445 7.072
C 0.394 -0.386 5.929
C 0.485 -0.299 4.494
C 1.222 0.711 3.890
C 1.235 0.790 2.515
N 0.562 -0.070 1.734
C -0.138 -1.053 2.325
C -0.198 -1.206 3.692
H 1.779 1.425 4.480
H 1.814 1.556 2.024
H -0.683 -1.727 1.677
H -0.773 -2.011 4.126
Ge 1.484 2.429 -0.749
C 3.314 2.917 -0.898
C 3.859 3.657 0.154
C 5.200 4.007 0.116
C 5.985 3.624 -0.965
C 5.436 2.897 -2.014
C 4.101 2.522 -1.980
C 0.291 3.912 -0.652
C -0.687 4.020 -1.643
C -1.586 5.076 -1.602
C -1.535 5.991 -0.557
C -0.573 5.873 0.438
C 0.347 4.833 0.395
H 0.473 0.360 -2.085
H 3.253 3.970 0.998
H 5.632 4.576 0.929
H 7.035 3.885 -0.984
H 6.050 2.615 -2.859
H 3.686 1.943 -2.794
H -0.744 3.301 -2.455
H -2.331 5.180 -2.380
H -2.257 6.796 -0.513
H -0.537 6.590 1.248
H 1.099 4.758 1.171
F 4.827 -1.599 0.531
C 4.860 -0.492 -0.238
F 5.287 0.520 0.511
F 5.706 -0.689 -1.232
C 3.434 -0.240 -0.753
O 3.099 -0.520 -1.887
O 2.628 0.249 0.140
```

Atomic partial charges in e from the Löwdin method, atoms 1 to 8: 1.392 0.011 -0.131 -0.095 -0.041 -1.009 0.718 0.929


No. 2
C3H10NO | ωB97M-V/def2-TZVPD

Results
Strongest force on any atom: 2.0 eV Å⁻¹
Net charge: +1
Energy above the lowest of the compared OMol25 structures with the same formula, charge and spin: 0.543 eV
Orbital gap: 11.25 eV
2S+1: 1
LUMO level: -3.40 eV

Structure (XYZ):
```
15
C3H10NO | the Open Molecules 2025 dataset | ωB97M-V/def2-TZVPD
C 0.251 1.040 1.219
C -0.108 0.937 -0.255
C -1.023 1.707 -0.805
N 0.387 -0.283 -0.917
H 0.789 1.937 1.454
H -0.633 0.964 1.838
H 0.847 0.188 1.552
H -1.376 1.565 -1.824
H -1.389 2.577 -0.273
H 1.174 -0.062 -1.535
H -0.339 -0.713 -1.507
H 0.650 -1.034 -0.232
H -0.426 -3.146 0.492
H 0.773 -2.749 1.407
O 0.288 -2.504 0.610
```

Atomic partial charges in e from the natural (NBO) method, atoms 1 to 8: -0.664 0.118 -0.338 -0.716 0.256 0.253 0.216 0.219


No. 3
C13H28BrClNO4PSb | ωB97M-V/def2-TZVPD

Results
Strongest force on any atom: 9.0 eV Å⁻¹
Net charge: -1
Orbital gap: 7.04 eV
2S+1: 1
LUMO level: 2.74 eV

Structure (XYZ):
```
50
C13H28BrClNO4PSb | the Open Molecules 2025 dataset | ωB97M-V/def2-TZVPD
C -0.150 1.019 -3.926
C -1.042 -0.220 -3.317
N -0.319 -1.093 -2.315
C -1.084 -2.364 -1.988
C -1.373 -2.547 -0.375
Sb -1.878 -0.672 0.691
Br -2.359 1.576 1.935
C -0.765 -1.335 2.495
C 0.878 -1.263 2.344
C 1.546 0.014 3.190
C 1.668 1.308 2.190
C 1.457 2.771 2.970
O 2.116 3.784 2.104
C 1.467 3.863 0.782
C 2.100 3.203 -0.617
O 0.252 4.460 0.646
P -3.953 -1.665 1.633
O -4.949 -0.318 2.112
Cl -5.060 -2.622 0.059
C 1.070 -1.487 -2.766
C 2.213 -1.632 -1.556
O 1.457 -1.769 -4.012
H -0.886 1.947 -4.081
H 0.804 1.292 -3.305
H 0.167 0.699 -5.031
H -1.546 -0.857 -4.164
H -1.942 0.289 -2.721
H -0.383 -3.277 -2.306
H -2.083 -2.501 -2.584
H -2.272 -3.307 -0.274
H -0.452 -3.025 0.212
H -2.834 -0.066 -0.661
H -0.457 0.098 0.037
H -1.042 -0.620 3.394
H -1.098 -2.460 2.694
H 1.132 -1.225 1.195
H 1.336 -2.268 2.778
H 0.980 0.217 4.198
H 2.654 -0.326 3.444
H 0.785 1.235 1.422
H 2.688 1.309 1.591
H 1.932 2.725 4.045
H 0.285 2.986 3.028
H 1.435 2.254 -0.898
H 2.107 3.957 -1.512
H 3.184 2.793 -0.366
H -5.094 0.316 1.345
H 2.407 -0.629 -0.985
H 3.173 -2.151 -1.981
H 1.733 -2.416 -0.793
```

Atomic partial charges in e from the natural (NBO) method, atoms 1 to 8: -0.645 -0.224 -0.552 -0.232 -0.838 1.165 -0.582 -0.823


No. 4
C42H112O14 | ωB97M-V/def2-TZVPD

Results
Strongest force on any atom: 3.5 eV Å⁻¹
Energy above the lowest of the compared OMol25 structures with the same formula, charge and spin: 5.696 eV
Orbital gap: 9.91 eV
2S+1: 1
LUMO level: 0.21 eV

Structure (XYZ):
```
168
C42H112O14 | the Open Molecules 2025 dataset | ωB97M-V/def2-TZVPD
C -1.290 -5.208 2.326
C 0.259 -5.084 2.266
C 0.737 -4.184 1.181
O 0.809 -4.489 3.405
H -1.707 -5.826 1.530
H -1.809 -4.251 2.369
H -1.670 -5.689 3.227
H 0.600 -6.116 2.192
H 0.295 -4.535 0.248
H 1.794 -4.437 1.106
H 0.580 -3.117 1.333
H 0.629 -3.563 3.580
C 3.940 -3.057 -6.194
C 4.440 -3.364 -4.826
C 3.540 -2.658 -3.685
O 4.434 -4.811 -4.578
H 4.634 -3.613 -6.824
H 3.939 -1.971 -6.289
H 2.952 -3.498 -6.327
H 5.430 -2.916 -4.741
H 3.565 -1.570 -3.743
H 3.792 -2.949 -2.665
H 2.466 -2.840 -3.692
H 3.514 -5.083 -4.605
C -1.771 2.475 4.058
C -2.785 3.581 4.386
C -4.164 3.137 4.802
O -2.242 4.442 5.402
H -0.734 2.775 3.912
H -2.166 2.141 3.099
H -1.728 1.587 4.689
H -2.859 4.357 3.624
H -4.948 3.886 4.686
H -4.234 2.576 5.734
H -4.573 2.459 4.053
H -2.820 5.168 5.647
C 1.697 0.194 5.442
C 1.067 -1.164 5.642
C -0.438 -1.109 5.995
O 1.188 -1.943 4.456
H 1.025 0.808 4.843
H 2.577 0.176 4.799
H 1.998 0.512 6.441
H 1.502 -1.683 6.496
H -0.913 -2.071 6.190
H -1.046 -0.741 5.169
H -0.587 -0.406 6.814
H 2.085 -2.087 4.146
C -0.248 -0.242 1.132
C 0.653 0.241 0.013
C 1.522 -0.885 -0.564
O -0.080 0.704 -1.139
H -0.943 -0.947 0.675
H -0.783 0.553 1.652
H 0.209 -0.938 1.836
H 1.301 0.974 0.493
H 2.146 -1.193 0.276
H 2.226 -0.601 -1.346
H 0.996 -1.782 -0.890
H -0.998 0.627 -0.871
C -0.390 3.553 -3.843
C -1.413 3.766 -5.007
C -2.803 3.966 -4.518
O -0.988 5.011 -5.517
H -0.572 2.694 -3.197
H -0.316 4.504 -3.316
H 0.600 3.280 -4.209
H -1.237 3.075 -5.831
H -2.921 4.943 -4.048
H -3.171 3.311 -3.728
H -3.580 3.815 -5.267
H -0.856 5.554 -4.737
C 3.635 3.886 0.373
C 3.390 4.129 1.871
C 2.512 3.052 2.510
O 4.652 4.272 2.463
H 4.127 2.937 0.161
H 4.141 4.734 -0.090
H 2.776 3.824 -0.295
H 2.868 5.081 1.966
H 3.159 2.188 2.661
H 1.743 2.702 1.822
H 2.180 3.440 3.473
H 5.274 3.955 1.804
C 5.255 -4.645 4.285
C 4.814 -3.334 3.672
C 4.175 -3.434 2.323
O 3.683 -2.844 4.485
H 6.056 -5.075 3.684
H 4.436 -5.364 4.303
H 5.730 -4.604 5.265
H 5.646 -2.636 3.573
H 4.890 -3.758 1.568
H 3.817 -2.415 2.177
H 3.286 -4.058 2.419
H 3.022 -3.521 4.651
C -1.638 -5.708 -2.683
C -1.454 -4.176 -2.975
C -1.572 -3.280 -1.694
O -0.072 -4.036 -3.407
H -2.667 -5.894 -2.376
H -0.919 -6.024 -1.926
H -1.454 -6.204 -3.636
H -1.978 -3.814 -3.860
H -1.461 -3.796 -0.741
H -2.600 -2.928 -1.611
H -0.936 -2.418 -1.495
H -0.078 -3.120 -3.693
C -3.117 -0.857 2.983
C -4.314 -0.895 3.928
C -5.328 -1.835 3.342
O -3.847 -1.381 5.157
H -2.488 -1.747 2.990
H -2.595 0.095 3.085
H -3.436 -0.812 1.942
H -4.813 0.057 4.110
H -6.023 -2.111 4.134
H -4.834 -2.759 3.043
H -5.832 -1.342 2.510
H -3.413 -2.231 5.048
C -4.867 1.994 -1.951
C -4.486 0.983 -0.942
C -4.907 -0.523 -1.247
O -3.081 1.082 -0.859
H -4.376 2.946 -1.748
H -5.923 2.254 -1.883
H -4.826 1.717 -3.005
H -4.960 1.214 0.012
H -5.139 -0.650 -2.304
H -5.660 -0.858 -0.534
H -3.979 -1.065 -1.064
H -2.891 1.925 -0.441
C 3.379 1.364 -2.994
C 4.459 2.136 -3.721
C 3.917 3.556 -3.944
O 5.588 2.223 -2.880
H 3.053 1.978 -2.154
H 3.795 0.426 -2.629
H 2.606 1.037 -3.690
H 4.544 1.658 -4.696
H 4.417 3.963 -4.823
H 4.142 4.313 -3.192
H 2.878 3.650 -4.260
H 6.052 2.999 -3.202
C -2.392 5.756 0.857
C -2.150 4.524 -0.051
C -0.836 3.878 0.317
O -3.183 3.650 0.275
H -2.449 5.634 1.938
H -3.251 6.284 0.442
H -1.597 6.485 0.694
H -2.272 4.730 -1.114
H -0.939 3.305 1.239
H -0.160 4.722 0.450
H -0.512 3.312 -0.556
H -3.993 4.023 -0.081
C -0.188 -0.909 -5.763
C -0.261 -0.337 -4.365
C -1.709 -0.141 -3.947
O 0.413 -1.168 -3.500
H -0.589 -1.922 -5.778
H 0.858 -1.009 -6.051
H -0.702 -0.253 -6.466
H 0.297 0.593 -4.473
H -2.285 -1.063 -4.018
H -2.239 0.421 -4.716
H -1.842 0.411 -3.016
H 0.489 -0.768 -2.631
```

Atomic partial charges in e from the Löwdin method, atoms 1 to 8: -0.045 -0.476 -0.055 -0.065 0.072 0.059 0.070 0.142